No. 1
The following is a quantum chemistry calculation of a structure of composition C35H44BFeN9S, from OMol25.

The geometry in ORCA input format:
```
! RIJCOSX wB97M-V def2-TZVPD def2/J DEFGRID3
* xyz 1 6
N -0.3272 -2.3280 1.2463
C -3.0285 -2.2098 -4.0950
H 3.5889 -2.3899 2.1026
H -0.2182 3.6479 3.9788
H 4.3904 1.3955 -3.1757
H 2.1193 4.5910 -0.9652
H 5.2125 -2.3423 0.2843
C 2.9217 -0.0926 -2.6407
H -1.0312 2.7928 -1.2034
C -1.1365 -0.0854 5.0295
H 3.4266 3.1195 -1.6890
C 2.8102 -2.3235 -3.5405
H -3.2667 3.2502 -0.1549
C 1.3939 -3.6652 0.8963
H -0.9622 5.3004 1.9014
N -3.9868 -1.4836 -4.7130
B -1.6874 -1.8074 1.8132
N -1.9805 0.0781 0.1437
H -2.3418 -2.7281 2.1994
H 2.4438 2.7551 4.2461
H -4.7308 2.5130 -0.8140
H -4.6694 -1.8956 -5.3256
H 0.8814 1.3541 5.6282
H 4.2829 -0.8857 -4.1079
H 0.7575 6.1469 0.3514
C -2.1601 -4.4702 -3.6718
H -1.2050 0.0502 6.0948
C -0.3404 4.6026 1.3545
H -4.2690 -2.1257 0.6528
H -1.1461 -4.2364 -3.9954
H 2.9514 -0.0184 2.1399
H 0.2820 -1.8163 -1.3293
C 2.9865 2.1367 -1.7570
C 0.2837 2.3429 0.8190
N -2.4819 -1.0450 0.7364
N -3.1042 -3.5405 -4.2573
Fe -0.0423 0.3395 0.7281
H -3.8541 -3.9203 -4.8100
C 3.4179 -1.1019 -3.4936
C 1.2200 2.8292 -0.0932
H 0.4782 3.6650 5.5919
H -4.9464 -0.2116 -1.1985
C 0.5953 1.7315 4.6418
H -2.4216 -5.4730 -4.0010
C 0.6262 5.0810 0.4812
C -0.3404 0.6557 4.1423
H 3.1888 -3.0967 -4.1951
S -1.8347 -1.4764 -3.1807
C 1.6785 -2.5701 -2.7423
H -2.4429 -1.8261 4.5174
H 1.7041 2.0899 2.7966
H 1.9940 -4.5474 0.7600
H 4.5707 -0.2406 1.4771
C -2.9173 0.5213 -0.7153
N 0.7942 -1.5367 1.2166
C 1.8630 1.8230 -0.9637
C 4.1620 -2.5185 0.0518
H -3.7996 3.6586 -1.7881
C 1.8432 -2.3448 1.0234
C -1.7657 -1.0300 4.2583
C 1.4077 4.1985 -0.2512
C -3.7113 -1.2819 0.2824
H 1.1859 -3.5322 -2.7927
C -0.5078 3.2330 1.5275
C -1.4850 2.2245 -2.0132
H -3.3311 1.3458 -2.5472
H 4.0210 -3.5938 -0.0552
C -3.7240 2.8483 -1.0621
C 3.5117 -0.4315 1.3017
H -2.1925 -4.4259 -2.5828
C 1.7946 -0.3474 -1.8244
C 3.5172 1.1846 -2.5704
H -1.1007 2.9231 5.3297
H -1.5839 2.8965 -2.8667
C -4.0364 -0.3059 -0.6323
H -3.9137 -0.4840 -4.6731
H -0.8224 1.4110 -2.3102
H -0.7141 -4.3837 1.0765
N -1.3812 -0.8573 2.9864
H -1.2659 2.8670 2.2101
H 3.2338 0.1083 0.3998
N 1.3137 0.6125 -0.9729
H 3.9452 -2.0530 -0.9105
C -0.1117 3.0693 4.8947
N -0.5115 0.1934 2.8974
C 3.2844 -1.9288 1.1551
C 1.8879 1.9028 3.8531
C -2.8639 1.7131 -1.6284
H 2.5225 1.0217 3.9491
C 1.1736 -1.6122 -1.9077
C 0.0282 -3.6032 1.0494
*
```

As for the energy: -3539.60519 Ha. The expectation value of S² is 8.758. As for the HOMO energy (alpha / beta): -10.407 / -10.405 eV.

No. 2
The following is a quantum chemistry calculation of a structure of composition C6H10N, from OMol25.

The geometry in ORCA input format:
```
! RIJCOSX wB97M-V def2-TZVPD def2/J DEFGRID3
* xyz 1 1
C 0.2441 -0.3465 1.0732
H 3.2292 0.2761 0.2680
H -0.9817 2.0328 1.2698
H -2.0712 -1.6557 0.0841
C 1.0577 0.4889 0.0938
H -2.7289 -0.0300 -0.8101
H 2.8436 0.6385 -1.2896
C 2.3682 0.0956 -0.4693
H -1.7125 -1.0636 -1.5731
H -1.8139 2.0043 -0.5496
C -1.8947 -0.7234 -0.5029
H 0.2842 -0.1455 2.1691
C -1.0073 0.0810 0.2922
H 2.4038 -0.9404 -0.5370
C -1.0254 1.5359 0.1773
H 0.6210 -1.3662 1.0119
N 0.2596 1.3548 -0.5000
*
```

The relative energy (zero: lowest compared OMol25 entry of this formula, charge and spin) is 56.1 kcal per mole. As for the energy: -288.99351 Ha. As for the HOMO energy: -14.985 eV.